1.
2 unconnected molecules or ions with the total composition C4H4N at a distorted geometry, computed with wB97M-V/def2-TZVPD.

```
9
Properties=species:S:1:pos:R:3:nbo_charge:R:1
N 1.255 0.440 -0.376 -0.301
C 2.402 0.138 -0.346 0.081
C -1.666 0.604 0.294 0.490
C -2.576 -0.189 0.024 -0.554
C 3.594 -0.347 -0.137 0.046
H -1.436 1.501 0.664 0.241
H -2.368 -1.302 0.129 0.382
H 4.482 -0.780 -0.118 0.215
H -3.687 -0.065 -0.134 0.401
```

Its expectation value of S² is 2.05. For the gap between HOMO and LUMO (alpha / beta), the calculation gives 5.225 / 8.137 eV. The charge is +1. The spin multiplicity is 3.

2.
A molecular structure, C21H12Br4ClF3IMoNO6S, computed with wB97M-V/def2-TZVPD.

```
51
Properties=species:S:1:pos:R:3:nbo_charge:R:1
I -1.727 -4.445 1.232 0.197
Mo -0.732 0.612 0.549 1.647
Br -3.934 3.927 -4.718 0.103
Br -2.226 4.728 -1.943 0.109
Br -4.323 0.729 -5.487 0.106
Br -3.067 -1.601 -3.425 0.091
Cl 2.616 -3.864 4.895 0.010
S 0.768 -1.240 -1.480 1.247
F -2.750 4.258 2.497 -0.302
F -1.232 3.838 3.983 -0.309
F -3.104 2.756 4.015 -0.300
O -1.728 -0.234 -1.026 -0.708
O -0.434 2.426 1.802 -0.605
O -1.288 2.157 -0.528 -0.617
O -2.237 1.212 1.979 -0.595
O 0.929 0.018 -0.577 -0.902
O -1.022 -1.311 1.068 -0.651
N 0.785 0.128 2.186 -0.419
C 0.579 -3.861 3.138 -0.224
C -0.237 -1.941 1.912 0.286
C -2.227 0.604 -1.919 0.305
C -2.005 1.956 -1.637 0.190
C -3.407 1.234 -3.920 -0.130
C -0.306 -3.285 2.207 -0.205
C 2.653 0.450 3.625 -0.262
C -2.181 3.290 3.220 0.903
C 1.538 -3.113 3.761 -0.065
C 2.636 -0.859 4.022 -0.126
C 2.514 -1.699 -1.730 -0.589
C 1.672 -1.732 3.479 -0.038
C -2.899 0.242 -3.075 -0.206
C 2.018 -0.201 -3.596 -0.416
C -1.575 2.234 2.282 0.694
C 0.768 -1.179 2.556 0.109
C 1.708 0.916 2.698 0.108
C 2.889 -1.381 -3.179 -0.410
C 0.612 -0.572 -3.151 -0.584
C -2.528 2.943 -2.448 -0.131
C -3.234 2.581 -3.602 -0.180
H 2.676 -2.240 -3.818 0.211
H 2.637 -2.746 -1.458 0.244
H 3.383 1.142 4.020 0.234
H 0.502 -4.916 3.361 0.244
H 3.354 -1.234 4.739 0.238
H 3.953 -1.165 -3.259 0.232
H 2.340 0.711 -3.091 0.222
H 0.180 -1.373 -3.756 0.247
H -0.101 0.247 -3.100 0.270
H 3.051 -1.075 -1.015 0.253
H 1.695 1.948 2.380 0.238
H 2.051 -0.022 -4.671 0.234
```

For the gap between HOMO and LUMO (alpha / beta), the calculation gives 6.260 / 6.260 eV. The charge is 0.

3.
2 unconnected molecules or ions with the total composition C4H14N2O at a distorted geometry, computed with wB97M-V/def2-TZVPD.

```
21
Properties=species:S:1:pos:R:3:nbo_charge:R:1
O -2.196 -1.450 1.548 -0.939
N 0.931 -1.047 -2.833 -0.335
N 1.042 0.728 2.266 -0.801
C 0.568 -0.267 -0.515 -0.359
C 0.481 1.622 1.201 -0.194
C -0.357 0.756 0.153 -0.426
C -0.051 -0.521 -1.977 -0.271
H -1.214 0.352 0.693 0.242
H 1.507 0.303 -0.626 0.222
H -2.308 -1.229 2.491 0.480
H 0.293 0.403 2.879 0.355
H 0.649 -1.183 0.048 0.250
H 1.418 1.960 0.712 0.190
H 1.226 -2.012 -2.782 0.416
H 1.424 -0.126 1.891 0.344
H -0.641 0.342 -2.406 0.267
H -2.876 -0.884 1.159 0.469
H -0.802 -1.272 -1.887 0.245
H -0.692 1.523 -0.560 0.214
H 1.710 -0.427 -3.048 0.405
H -0.113 2.428 1.596 0.227
```

Its expectation value of S² is 0.76. For the gap between HOMO and LUMO (alpha / beta), the calculation gives 9.427 / 4.053 eV. The charge is +1. The spin multiplicity is 2.

4.
A molecular structure, C7H7IN2S at a distorted geometry, computed with wB97M-V/def2-TZVPD.

```
18
Properties=species:S:1:pos:R:3:nbo_charge:R:1
I -3.797 -0.129 0.483 0.020
S -1.765 2.338 0.222 0.442
N -0.112 0.293 -1.825 -0.547
N 0.894 -0.879 0.245 -0.351
C 0.459 -2.039 0.949 -0.437
C 0.768 -0.768 -1.334 -0.046
C 1.032 0.169 0.973 0.372
C -0.026 2.357 0.350 -0.350
C -2.320 0.814 -0.725 -0.547
C 0.988 1.547 0.708 -0.335
C -1.266 0.383 -1.378 0.217
H 0.577 -3.051 0.437 0.225
H 1.773 -0.826 -1.738 0.212
H 0.254 -1.744 -1.607 0.191
H 0.446 3.340 0.309 0.226
H -0.639 -1.836 1.218 0.236
H 1.818 2.131 0.798 0.241
H 0.915 -2.099 1.915 0.231
```

Its expectation value of S² is 2.05. For the gap between HOMO and LUMO (alpha / beta), the calculation gives 5.032 / 5.166 eV. The charge is 0. The spin multiplicity is 3.

Energy above the lowest of the compared OMol25 structures with the same formula, charge and spin / kcal/mol: 46.2; 1.0; 29.1; 60.6